# 1
Below is a molecular structure, C38H32ClNO6PPm in a non-equilibrium geometry, with properties calculated with ωB97M-V/def2-TZVPD.

Calculated values
2S+1: 5
Total energy (Eh): -3383.49541
F_max (eV Å⁻¹): 3.16
HOMO (spin up / spin down) (eV): -7.540 / -7.548
Charge: 0

```
80
C38H32ClNO6PPm | OMol25 | ωB97M-V/def2-TZVPD
Pm -0.695 0.094 0.719
O -0.635 -2.359 1.893
C -1.285 -2.424 3.152
C -2.473 -1.495 3.172
C -3.220 -1.362 4.334
C -4.267 -0.458 4.353
C -4.547 0.267 3.203
C -3.784 0.032 2.076
N -2.758 -0.826 2.055
H 0.269 -2.678 1.987
H -0.607 -2.127 3.957
H -1.624 -3.447 3.347
H -2.962 -1.941 5.211
H -4.855 -0.324 5.252
H -5.335 1.005 3.182
H -3.991 0.543 1.144
C -0.801 -6.192 -3.604
C -0.824 -4.973 -4.270
C -0.697 -3.787 -3.564
C -0.539 -3.804 -2.179
C -0.541 -5.031 -1.519
C -0.667 -6.218 -2.225
P -0.188 -2.307 -1.155
C -0.815 -1.072 -2.365
C -2.176 -1.139 -2.674
C -2.711 -0.325 -3.654
C -1.897 0.588 -4.314
C -0.556 0.695 -3.978
C -0.013 -0.134 -3.004
C 1.646 -2.226 -1.366
C 2.311 -2.989 -2.299
C 3.716 -2.997 -2.363
C 4.444 -2.253 -1.483
C 3.801 -1.439 -0.524
C 4.553 -0.648 0.373
C 3.911 0.168 1.256
C 2.502 0.218 1.288
C 1.682 -0.551 0.472
C 2.378 -1.397 -0.456
H -0.885 -7.115 -4.163
H -0.920 -4.948 -5.348
H -0.701 -2.845 -4.095
H -0.429 -5.049 -0.440
H -0.652 -7.166 -1.703
H -2.806 -1.852 -2.152
H -3.763 -0.394 -3.897
H -2.310 1.220 -5.090
H 0.075 1.412 -4.486
H 1.034 -0.052 -2.738
H 1.763 -3.603 -2.996
H 4.207 -3.616 -3.104
H 5.528 -2.264 -1.507
H 5.635 -0.692 0.334
H 4.481 0.786 1.942
H 2.068 0.900 2.015
O -0.192 1.867 -0.584
C -1.384 1.904 -0.976
O -2.233 1.014 -0.718
H -1.701 2.766 -1.588
C 3.378 4.607 1.594
C 2.010 5.122 1.274
C 1.824 6.260 0.521
C 0.542 6.695 0.214
Cl 0.334 8.126 -0.720
C -0.640 5.963 0.664
C -0.467 4.844 1.449
C 0.815 4.414 1.778
O 1.096 3.346 2.571
C 0.100 2.813 3.432
C -0.652 1.664 2.744
O -1.611 1.914 1.982
O -0.231 0.487 2.934
H 4.137 5.207 1.096
H 3.476 3.566 1.271
H 3.563 4.626 2.673
H 2.681 6.818 0.168
H -1.632 6.286 0.390
H -1.332 4.292 1.783
H -0.590 3.593 3.761
H 0.634 2.399 4.285
```

Atom charges from the Mulliken analysis, given in e for atoms 1 to 8: Pm -0.146; O -0.099; C -0.959; C 0.928; C -0.924; C -0.333; C -0.855; C -0.145

# 2
Below is a molecular structure, C38H33AsBrGaN3O4S4 in a non-equilibrium geometry, with properties calculated with ωB97M-V/def2-TZVPD.

Calculated values
Total energy (Eh): -10260.19741
F_max (eV Å⁻¹): 2.92
HOMO (eV): -10.053
Charge: +1

```
85
C38H33AsBrGaN3O4S4 | OMol25 | ωB97M-V/def2-TZVPD
Ga -1.195 -0.166 -0.238
C 6.110 2.990 3.401
C 5.423 3.733 2.463
C 4.595 3.100 1.571
C 4.496 1.701 1.581
C 5.015 1.007 2.672
C 5.828 1.619 3.566
As 3.439 0.629 0.329
C 4.849 -0.677 -0.132
C 4.356 -1.784 -0.866
C 5.180 -2.831 -1.253
C 6.547 -2.684 -1.044
C 7.037 -1.595 -0.393
C 6.203 -0.565 0.128
C 3.647 1.697 -1.365
C 4.574 1.448 -2.429
C 4.517 2.199 -3.614
C 3.554 3.152 -3.793
C 2.611 3.422 -2.780
C 2.668 2.680 -1.600
H 6.838 3.519 4.017
H 5.487 4.837 2.423
H 4.111 3.671 0.750
H 4.874 -0.085 2.787
H 6.363 1.091 4.370
H 3.314 -1.751 -1.148
H 4.756 -3.704 -1.758
H 7.300 -3.399 -1.353
H 8.090 -1.444 -0.272
H 6.669 0.255 0.696
H 5.284 0.694 -2.222
H 5.173 1.942 -4.381
H 3.534 3.676 -4.741
H 1.914 4.233 -2.979
H 2.040 2.970 -0.744
S 0.268 -1.112 -2.075
C -0.491 -2.487 -2.705
N -1.790 -2.795 -2.698
C -2.194 -4.078 -3.197
C -1.018 -4.636 -3.942
S 0.481 -3.745 -3.515
H -2.474 -2.182 -2.194
H -3.151 -4.036 -3.770
H -2.416 -4.778 -2.357
H -1.088 -4.508 -5.014
H -0.872 -5.681 -3.713
C -0.229 2.720 3.366
C -1.026 1.437 3.661
C -1.448 0.656 2.465
N -1.183 0.993 1.296
H 0.239 3.126 4.275
H -0.957 3.493 2.961
H 0.574 2.519 2.644
H -1.991 1.680 4.212
H -0.485 0.791 4.414
Br -5.975 -1.416 -1.942
C -5.740 0.422 -2.095
C -6.938 1.101 -2.346
C -6.956 2.479 -2.376
C -5.796 3.229 -2.199
C -4.609 2.552 -1.951
C -4.501 1.146 -1.901
C -3.208 0.557 -1.483
O -3.127 -0.614 -0.964
O -2.125 1.266 -1.523
H -7.843 0.527 -2.378
H -7.899 2.998 -2.553
H -5.737 4.328 -2.163
H -3.665 3.142 -1.855
O -4.292 0.787 3.739
S -3.622 -0.455 3.935
O -3.017 -0.772 5.215
N -2.312 -0.549 2.768
C -2.351 -1.719 2.091
S -1.112 -2.319 1.111
C -3.606 -2.426 2.330
C -4.167 -3.398 1.476
C -5.482 -3.733 1.665
C -6.317 -3.066 2.571
C -5.799 -2.015 3.353
C -4.434 -1.788 3.234
H -3.583 -3.821 0.671
H -5.915 -4.581 1.109
H -7.365 -3.309 2.616
H -6.455 -1.510 4.084
```

Atom charges from the Mulliken analysis, given in e for atoms 1 to 8: Ga 0.467; C -0.506; C -0.391; C -0.320; C 0.252; C -0.538; C -0.430; As 0.563

# 3
Below is a molecular structure, C38H33AuBrCl2NO6, with properties calculated with ωB97M-V/def2-TZVPD.

Calculated values
2S+1: 3
Total energy (Eh): -5604.03085
F_max (eV Å⁻¹): 0.44
HOMO (spin up / spin down) (eV): -7.932 / -8.701
Charge: 0

```
82
C38H33AuBrCl2NO6 | OMol25 | ωB97M-V/def2-TZVPD
Au 1.699 -0.517 -0.693
C -2.643 -2.015 2.872
C -2.756 -0.748 2.060
C -3.979 0.073 2.450
O -1.571 -0.013 2.151
C -1.476 0.760 0.966
C -2.101 -0.197 -0.088
O -2.859 -1.083 0.654
C -1.221 -1.151 -1.180
O -0.272 -0.273 -1.545
C -0.670 -2.431 -0.572
C -0.128 -2.436 0.712
C 0.537 -3.558 1.185
C 0.673 -4.682 0.383
C 0.133 -4.682 -0.894
C -0.537 -3.564 -1.367
C -2.217 -1.369 -2.319
C -3.314 -2.205 -2.128
C -4.238 -2.379 -3.146
C -4.074 -1.721 -4.359
C -2.981 -0.890 -4.547
C -2.053 -0.710 -3.529
C -0.068 1.450 0.947
O 0.987 0.565 0.915
C -0.023 2.178 2.312
C 0.835 1.738 3.308
C 0.864 2.374 4.543
C 0.031 3.452 4.797
C -0.831 3.898 3.803
C -0.853 3.267 2.570
C 0.022 2.525 -0.142
C 1.042 3.473 -0.034
C 1.173 4.499 -0.950
C 0.285 4.603 -2.017
C -0.721 3.663 -2.148
C -0.850 2.638 -1.215
H -2.596 -1.764 3.930
H -1.749 -2.567 2.589
H -3.518 -2.640 2.697
H -3.873 0.408 3.482
H -4.875 -0.540 2.364
H -4.103 0.946 1.810
H -2.202 1.584 1.006
H -2.733 0.360 -0.777
H -0.200 -1.555 1.338
H 0.956 -3.545 2.184
H 1.214 -5.548 0.744
H 0.259 -5.542 -1.536
H -0.922 -3.566 -2.379
H -3.438 -2.718 -1.183
H -5.087 -3.032 -2.992
H -4.794 -1.861 -5.154
H -2.840 -0.381 -5.491
H -1.200 -0.063 -3.686
H 1.476 0.894 3.098
H 1.541 2.020 5.310
H 0.055 3.946 5.761
H -1.480 4.746 3.986
H -1.509 3.641 1.792
H 1.714 3.423 0.814
H 1.958 5.236 -0.824
H 0.380 5.406 -2.735
H -1.415 3.720 -2.977
H -1.658 1.937 -1.358
Br 4.059 1.587 1.204
C 4.498 -0.208 0.879
C 5.616 -0.759 1.484
C 5.952 -2.066 1.174
C 5.198 -2.764 0.248
C 4.101 -2.142 -0.311
N 3.740 -0.899 0.034
C 3.311 -2.805 -1.439
O 3.659 -3.920 -1.777
O 2.384 -2.091 -1.963
H 6.202 -0.164 2.169
H 6.816 -2.523 1.638
H 5.430 -3.767 -0.078
Cl 2.055 1.545 -3.318
C 2.891 3.057 -3.691
Cl 2.108 3.944 -5.010
H 3.898 2.818 -4.007
H 2.877 3.679 -2.805
```

Atom charges from the Mulliken analysis, given in e for atoms 1 to 8: Au 1.669; C -1.523; C 1.295; C -1.712; O -0.367; C -0.717; C -0.523; O -0.296

# 4
Below is a molecular structure, C38H33BCl2N4O5Sc in a non-equilibrium geometry, with properties calculated with ωB97M-V/def2-TZVPD.

Calculated values
Total energy (Eh): -3769.35562
F_max (eV Å⁻¹): 1.63
HOMO (eV): -4.402
Charge: -1

```
84
C38H33BCl2N4O5Sc | OMol25 | ωB97M-V/def2-TZVPD
Sc -1.769 0.206 -0.456
Cl -6.056 0.599 1.784
C -4.835 -0.314 2.600
C -5.094 -0.769 3.889
C -4.175 -1.540 4.558
Cl -4.566 -2.129 6.146
C -2.940 -1.860 3.972
C -1.949 -2.660 4.575
C -0.775 -2.882 3.909
C -0.596 -2.308 2.645
N -1.501 -1.576 2.046
C -2.666 -1.349 2.671
C -3.632 -0.576 1.923
O -3.362 -0.191 0.728
H -6.034 -0.514 4.353
H -2.134 -3.093 5.548
H 0.013 -3.486 4.332
H 0.331 -2.476 2.114
O -0.710 -1.858 -0.833
C 0.272 -1.413 -0.231
N 1.469 -2.051 -0.144
C 2.358 -1.340 0.740
C 1.452 -0.103 1.080
O 1.792 0.794 1.822
N 0.294 -0.222 0.415
C 2.811 -2.141 1.946
C 2.934 -3.524 1.866
C 3.426 -4.255 2.932
C 3.816 -3.614 4.094
C 3.682 -2.240 4.188
C 3.184 -1.507 3.125
C 3.612 -0.874 0.025
C 4.031 -1.517 -1.133
C 5.205 -1.142 -1.761
C 5.986 -0.134 -1.224
C 5.568 0.518 -0.075
C 4.388 0.153 0.547
H 1.563 -3.013 -0.416
H 2.651 -4.050 0.967
H 3.513 -5.328 2.845
H 4.227 -4.183 4.916
H 3.969 -1.729 5.096
H 3.064 -0.438 3.209
H 3.435 -2.313 -1.549
H 5.511 -1.657 -2.662
H 6.918 0.136 -1.697
H 6.171 1.308 0.350
H 4.051 0.675 1.428
C -2.178 2.520 0.027
C -3.532 2.772 -0.366
C -3.957 2.655 -1.716
C -5.268 2.811 -2.075
C -6.242 3.136 -1.117
C -5.833 3.339 0.211
C -4.521 3.164 0.567
C -7.579 3.276 -1.494
N -8.682 3.391 -1.812
H -1.959 2.833 1.050
H -1.437 2.910 -0.678
H -3.218 2.392 -2.467
H -5.578 2.680 -3.104
H -6.570 3.632 0.948
H -4.226 3.329 1.596
C 1.682 -0.446 -3.757
C 0.728 0.715 -4.075
C 0.965 1.173 -5.515
O -0.601 0.218 -3.907
B -1.114 0.528 -2.647
O -0.179 1.434 -2.062
C 0.813 1.845 -3.004
C 2.145 2.004 -2.276
C 0.396 3.216 -3.566
H 1.441 -1.286 -4.404
H 1.531 -0.765 -2.727
H 2.720 -0.154 -3.904
H 0.981 0.310 -6.174
H 1.926 1.680 -5.582
H 0.184 1.842 -5.858
H 2.439 1.082 -1.785
H 2.017 2.760 -1.502
H 2.932 2.322 -2.958
H -0.538 3.137 -4.117
H 1.169 3.623 -4.217
H 0.238 3.900 -2.735
```

Atom charges from the Mulliken analysis, given in e for atoms 1 to 8: Sc -0.030; Cl -0.165; C 0.673; C -0.823; C 0.798; Cl -0.296; C 0.302; C -0.890

# 5
Below is a molecular structure, C38H33BrN4O2P2PtS in a non-equilibrium geometry, with properties calculated with ωB97M-V/def2-TZVPD.

Calculated values
Total energy (Eh): -5610.99349
F_max (eV Å⁻¹): 4.17
HOMO (spin up / spin down) (eV): -12.390 / -12.387
Charge: +2

```
82
C38H33BrN4O2P2PtS | OMol25 | ωB97M-V/def2-TZVPD
Pt -0.391 0.371 0.193
N -3.901 -1.533 2.004
C -2.844 -1.280 1.224
S -2.931 0.072 0.133
N -1.827 -2.099 1.258
N -0.693 -1.805 0.664
C 0.067 -2.801 0.303
C 1.307 -2.735 -0.371
C 1.820 -3.949 -0.868
C 2.980 -4.004 -1.599
C 3.696 -2.819 -1.864
C 3.260 -1.623 -1.382
C 2.060 -1.503 -0.606
O 1.761 -0.378 -0.129
H -4.761 -1.026 1.863
H -3.932 -2.403 2.513
H -0.329 -3.797 0.510
H 1.252 -4.851 -0.681
H 3.338 -4.946 -1.982
H 4.599 -2.854 -2.451
H 3.810 -0.709 -1.552
O -0.320 5.499 -3.579
C -0.125 4.517 -2.716
C 0.302 4.696 -1.392
C 0.430 3.599 -0.569
N 0.153 2.357 -0.958
C -0.203 2.185 -2.230
Br -0.507 0.366 -2.712
C -0.362 3.200 -3.142
H -0.167 6.378 -3.204
H 0.539 5.677 -1.012
H 0.770 3.716 0.451
H -0.672 3.011 -4.156
C 0.751 2.342 3.306
P -0.264 0.986 2.534
C -1.875 1.464 3.231
C -2.287 1.185 4.531
C -3.512 1.656 4.973
C -4.326 2.404 4.134
C -3.910 2.706 2.847
C -2.683 2.248 2.405
C 0.424 -0.509 3.293
C -0.306 -1.425 4.041
C 0.327 -2.548 4.550
C 1.677 -2.762 4.329
C 2.394 -1.882 3.534
C 1.760 -0.783 2.985
P 2.575 2.022 3.510
C 2.967 3.010 4.980
C 4.106 3.818 5.013
C 4.357 4.592 6.127
C 3.519 4.526 7.232
C 2.433 3.662 7.233
C 2.176 2.882 6.125
C 3.277 2.938 2.101
C 4.055 2.300 1.144
C 4.592 3.031 0.099
C 4.349 4.391 0.003
C 3.569 5.025 0.957
C 3.034 4.307 2.009
H 0.309 2.524 4.289
H 0.611 3.246 2.710
H -1.667 0.619 5.211
H -3.825 1.446 5.985
H -5.279 2.760 4.491
H -4.536 3.296 2.192
H -2.333 2.490 1.408
H -1.359 -1.271 4.219
H -0.237 -3.256 5.133
H 2.163 -3.621 4.762
H 3.439 -2.058 3.336
H 2.275 -0.169 2.255
H 4.765 3.862 4.160
H 5.208 5.255 6.135
H 3.732 5.125 8.101
H 1.790 3.594 8.098
H 1.361 2.171 6.147
H 4.255 1.242 1.218
H 5.209 2.544 -0.640
H 4.774 4.957 -0.811
H 3.382 6.086 0.888
H 2.454 4.813 2.768
```

Atom charges from the Mulliken analysis, given in e for atoms 1 to 8: Pt 3.003; N -0.328; C 0.617; S -0.312; N -1.112; N 0.403; C -0.322; C 0.800

> Which of these has the lowest charge?

C38H33BCl2N4O5Sc